Record 1
A cluster of 14 separate species, C28H56O56S14 in total in a non-equilibrium geometry. Source: the Open Molecules 2025 dataset; level of theory: ωB97M-V/def2-TZVPD.

Last column: Mulliken charge in e.
Atoms and positions in Å:
1 C -5.4982 6.9456 1.1053  -0.426
2 C -5.3232 6.9565 -0.4337  -0.453
3 O -4.7622 5.6712 -0.6971  -0.431
4 S -3.6303 5.4078 0.4549  1.143
5 O -2.4991 6.2479 0.1952  -0.638
6 O -3.4931 4.0267 0.7411  -0.435
7 O -4.4880 6.0768 1.6358  -0.384
8 H -6.4656 6.6241 1.4740  0.331
9 H -5.2728 7.9701 1.4035  0.300
10 H -4.6889 7.7423 -0.8371  0.278
11 H -6.3145 6.9902 -0.8804  0.332
12 C 3.8741 1.0983 3.9834  0.054
13 C 3.0895 2.2355 3.4216  -0.391
14 O 1.8427 1.6396 3.0192  -0.248
15 S 1.5071 0.3047 3.8753  0.877
16 O 1.3569 -0.8659 3.0739  0.207
17 O 0.5084 0.5915 4.8521  -0.770
18 O 2.8957 0.3753 4.7073  -0.484
19 H 4.6410 1.3219 4.7225  0.409
20 H 4.3481 0.5258 3.1794  -0.230
21 H 3.5247 2.7286 2.5540  0.293
22 H 2.9149 3.0207 4.1618  0.308
23 C -0.4529 -4.4293 -4.1050  -0.279
24 C -1.2240 -5.7685 -4.0473  -0.568
25 O -1.9652 -5.7678 -2.8211  -0.391
26 S -1.2918 -4.7801 -1.7516  0.870
27 O -0.2903 -5.5516 -1.0621  -0.764
28 O -2.2413 -4.0516 -0.9865  -0.386
29 O -0.6181 -3.8234 -2.8303  -0.008
30 H -0.8004 -3.7365 -4.8657  0.503
31 H 0.5416 -4.7361 -4.4414  0.093
32 H -0.5688 -6.6315 -3.9402  0.321
33 H -1.9348 -5.8131 -4.8672  0.297
34 C 5.1246 -2.6548 0.6885  0.222
35 C 5.4515 -4.0600 1.2435  -0.625
36 O 4.2323 -4.5131 1.8632  -0.362
37 S 3.2350 -3.2799 2.2275  0.416
38 O 3.2369 -2.9400 3.6089  -0.691
39 O 1.9587 -3.5181 1.6343  0.003
40 O 4.0855 -2.1368 1.4933  0.299
41 H 4.8339 -2.7375 -0.3716  -0.180
42 H 6.0219 -2.0603 0.8522  0.358
43 H 6.2024 -4.0505 2.0331  0.374
44 H 5.6941 -4.7879 0.4754  0.254
45 C -4.5233 -0.9340 1.7310  0.377
46 C -5.0843 -2.0337 0.8082  -0.200
47 O -5.4004 -1.3650 -0.4013  -0.437
48 S -4.3522 -0.1634 -0.6485  0.910
49 O -4.9885 0.9098 -1.3302  -0.609
50 O -3.0945 -0.6464 -1.1368  -0.173
51 O -4.1888 0.2013 0.9332  -0.364
52 H -3.7438 -1.3349 2.3804  -0.465
53 H -5.2607 -0.5253 2.4256  0.426
54 H -5.9837 -2.4564 1.2456  0.436
55 H -4.3275 -2.8143 0.7191  0.020
56 C 3.9727 1.7777 -0.8909  0.350
57 C 4.3655 0.4429 -0.2707  0.556
58 O 5.1154 0.7503 0.8863  -0.162
59 S 6.0675 2.0204 0.5270  1.093
60 O 7.3038 1.6500 -0.0806  -0.616
61 O 6.1554 2.8536 1.6844  -0.578
62 O 5.0136 2.6911 -0.4866  -0.403
63 H 3.0724 2.2409 -0.4927  -0.320
64 H 3.8920 1.6648 -1.9708  0.259
65 H 4.8301 -0.2832 -0.9375  -0.067
66 H 3.4235 -0.0105 0.0481  -0.383
67 C -2.3919 2.9650 -2.3152  0.995
68 C -3.0868 4.2782 -2.1002  0.203
69 O -3.7241 4.5115 -3.3498  -0.455
70 S -2.7051 4.0301 -4.5561  1.276
71 O -1.9200 5.1396 -5.0031  -0.801
72 O -3.3480 3.2556 -5.5519  -0.625
73 O -1.7488 3.1488 -3.6036  -0.074
74 H -3.0379 2.1260 -2.5937  0.356
75 H -1.7171 2.6055 -1.5457  -1.267
76 H -2.3480 5.0433 -1.8443  0.342
77 H -3.8122 4.2111 -1.2923  0.416
78 C 3.7288 -4.9434 -1.4712  -0.144
79 C 2.6074 -4.9196 -2.5279  0.243
80 O 2.8456 -3.7502 -3.3212  -0.321
81 S 3.8545 -2.6997 -2.6582  1.544
82 O 3.1022 -1.8114 -1.8198  -0.197
83 O 4.6935 -2.1651 -3.6680  -0.721
84 O 4.5858 -3.8412 -1.7602  -0.669
85 H 4.4065 -5.7921 -1.5535  0.446
86 H 3.3353 -4.8811 -0.4574  -0.036
87 H 1.6151 -4.9145 -2.0879  -0.245
88 H 2.7461 -5.8207 -3.1223  0.371
89 C -0.6168 -1.5976 0.5545  0.892
90 C 0.1437 -1.3483 -0.7277  1.932
91 O -0.2577 -0.0351 -1.0376  0.006
92 S -0.3513 0.8991 0.2537  0.838
93 O -1.3626 1.8896 0.1415  -0.524
94 O 0.9858 1.3349 0.5864  -0.135
95 O -0.7115 -0.3263 1.2302  0.173
96 H -0.1947 -2.3891 1.1681  -0.221
97 H -1.6645 -1.7951 0.3296  -0.281
98 H 0.0002 -2.1127 -1.4850  -0.845
99 H 1.2303 -1.4286 -0.5957  -0.978
100 C 0.9388 4.7031 -4.4337  -0.288
101 C 1.5966 3.3550 -4.1674  0.711
102 O 1.9643 3.3065 -2.8007  -0.161
103 S 1.0563 4.2987 -1.8967  0.812
104 O 1.7371 4.9381 -0.8249  -0.670
105 O -0.2171 3.7064 -1.6843  -0.085
106 O 0.9422 5.3456 -3.1615  -0.547
107 H -0.0972 4.7534 -4.7661  -0.024
108 H 1.5696 5.2944 -5.1001  0.350
109 H 2.5029 3.1188 -4.7180  0.610
110 H 0.8139 2.6246 -4.4017  -0.613
111 C -2.5252 -0.8624 5.1541  -0.109
112 C -1.5028 -1.9641 4.9107  0.501
113 O -2.0172 -3.0215 5.6872  -0.404
114 S -3.5750 -3.2294 5.3285  1.093
115 O -4.3565 -3.5233 6.4822  -0.622
116 O -3.8863 -3.9449 4.1248  -0.453
117 O -3.7475 -1.6147 4.9694  -0.410
118 H -2.5612 -0.1309 4.3493  0.077
119 H -2.4891 -0.3919 6.1334  0.377
120 H -0.4982 -1.6899 5.2243  0.477
121 H -1.3888 -2.1962 3.8466  -0.567
122 C -0.0318 4.4551 1.8266  1.754
123 C 0.6225 5.8461 1.6722  -0.334
124 O 0.5329 6.4557 2.9840  -0.452
125 S -0.8168 5.9894 3.7008  0.989
126 O -1.8442 6.8996 3.3029  -0.545
127 O -0.6862 5.7304 5.0971  -0.592
128 O -1.0376 4.6536 2.8358  -0.143
129 H 0.6138 3.7149 2.2962  -0.448
130 H -0.5567 4.1819 0.9170  -1.075
131 H 0.0041 6.4131 0.9792  0.388
132 H 1.6721 5.7902 1.4198  0.394
133 C 1.6804 -0.8297 -4.9466  0.025
134 C 1.2242 -0.1396 -3.6512  1.543
135 O 0.2720 0.8092 -4.0572  -0.486
136 S -0.6640 0.1506 -5.2119  1.305
137 O -1.1412 1.0713 -6.1692  -0.656
138 O -1.5675 -0.7576 -4.5875  -0.558
139 O 0.6173 -0.6205 -5.8753  -0.496
140 H 1.7492 -1.8988 -4.7675  0.298
141 H 2.5882 -0.3213 -5.2639  0.315
142 H 1.9772 0.3669 -3.0522  -0.081
143 H 0.8459 -0.9208 -2.9863  -1.693
144 C -0.3921 -5.3457 3.1394  0.182
145 C -1.4820 -5.2348 2.0424  0.824
146 O -2.2970 -6.4328 2.2371  -0.373
147 S -2.0333 -7.1657 3.6157  1.138
148 O -1.3333 -8.3969 3.4672  -0.589
149 O -3.2569 -7.1151 4.3422  -0.533
150 O -0.9586 -6.0511 4.1937  -0.359
151 H -0.3380 -4.2937 3.4351  -0.189
152 H 0.5622 -5.6000 2.6767  0.379
153 H -1.1052 -5.1576 1.0347  -0.510
154 H -2.1232 -4.4305 2.3989  -0.021

As for the spin multiplicity: 1. The HOMO-LUMO gap comes out at 9.8 eV. As for the energy relative to the best compared isomer or geometry (same formula, charge and spin): 66.2 kcal per mole. As for the net charge: 0.

=====

Record 2
A cluster of 9 separate species, C28H57BCl16N3O4 in total in a non-equilibrium geometry. Source: the Open Molecules 2025 dataset; level of theory: ωB97M-V/def2-TZVPD.

Last column: Mulliken charge in e.
Atoms and positions in Å:
1 C -1.8841 4.4339 -1.5700  -0.677
2 O -3.1116 4.1022 -0.9827  -0.388
3 C -3.0096 3.1575 0.0906  -0.762
4 C -2.0025 2.0482 -0.1217  0.001
5 C -2.2768 0.8303 0.7733  0.397
6 C -1.4888 -0.3641 0.2259  0.696
7 C -1.0753 -1.4109 1.2647  -0.377
8 C -0.0077 -0.8139 2.1995  0.107
9 C 1.4115 -0.9954 1.6360  -1.061
10 C 2.0773 0.3452 1.3153  -0.263
11 C 3.0677 0.2293 0.1407  -1.285
12 N 2.6192 1.1390 -0.9220  0.719
13 C 2.6966 2.4657 -0.9475  -0.363
14 N 2.1601 2.8456 -2.0903  0.145
15 N 1.7260 1.8073 -2.8365  -0.599
16 C 2.0133 0.7667 -2.0997  0.336
17 O 1.8261 -0.5138 -2.3259  -0.536
18 B 0.5535 -0.9802 -2.7842  0.828
19 O 0.2938 -2.2737 -2.4857  -0.612
20 O -0.2937 -0.2168 -3.5310  -0.397
21 H -1.5618 3.7081 -2.3182  0.191
22 H -2.0126 5.3757 -2.0983  0.291
23 H -1.1005 4.6053 -0.8277  0.305
24 H -4.0023 2.7450 0.2197  0.347
25 H -2.7345 3.7384 0.9748  0.317
26 H -0.9811 2.3599 0.0945  0.197
27 H -2.0671 1.6879 -1.1503  0.154
28 H -1.9694 1.0524 1.7955  -1.348
29 H -3.3433 0.6315 0.7931  0.847
30 H -2.0527 -0.7873 -0.6069  0.646
31 H -0.5585 0.0707 -0.1664  -0.939
32 H -0.5989 -2.2228 0.7138  0.460
33 H -1.9146 -1.8471 1.8094  -0.590
34 H -0.1026 -1.2309 3.1972  -0.056
35 H -0.1744 0.2584 2.2905  0.262
36 H 2.0017 -1.5600 2.3536  0.326
37 H 1.3563 -1.6202 0.7454  0.503
38 H 2.5848 0.7054 2.2066  0.508
39 H 1.3014 1.0669 1.0701  0.079
40 H 3.0161 -0.7853 -0.2255  0.619
41 H 4.0846 0.4694 0.4255  0.252
42 H 3.1219 3.0830 -0.1808  0.638
43 H 2.1130 3.8097 -2.3809  0.194
44 H -0.4904 -2.3851 -1.9402  0.348
45 H -0.6160 0.5709 -3.0788  0.233
46 Cl -0.0614 -3.3300 4.9197  -0.191
47 C -0.7495 -4.7181 4.0318  -0.456
48 C 0.2890 -5.4714 3.2448  -0.103
49 Cl 0.9168 -4.5333 1.8612  -0.161
50 H -1.5380 -4.3414 3.3923  0.101
51 H -1.1911 -5.3786 4.7754  0.536
52 H -0.1532 -6.3777 2.8347  -0.124
53 H 1.1376 -5.7511 3.8633  0.379
54 Cl -4.2410 -1.6556 2.0175  -0.009
55 C -5.1648 -3.1142 2.4850  -0.771
56 C -5.2406 -3.2650 3.9783  -0.372
57 Cl -3.6640 -3.6702 4.7121  -0.134
58 H -4.7010 -3.9737 2.0081  0.314
59 H -6.1697 -2.9960 2.0846  0.400
60 H -5.9220 -4.0745 4.2330  0.380
61 H -5.5962 -2.3525 4.4468  0.232
62 Cl 5.2485 3.4762 1.7864  -0.192
63 C 6.6858 3.2277 0.7540  0.036
64 C 7.0006 4.4412 -0.0761  -0.577
65 Cl 5.7631 4.7516 -1.3346  -0.163
66 H 6.4997 2.3595 0.1285  -0.181
67 H 7.5193 3.0017 1.4158  0.403
68 H 7.9465 4.2912 -0.5922  0.324
69 H 7.0772 5.3382 0.5319  0.398
70 Cl 6.3567 -0.8503 -1.0931  -0.178
71 C 5.9586 -0.0373 -2.6290  -0.176
72 C 7.1609 0.5859 -3.2893  -0.535
73 Cl 7.7812 1.9694 -2.3524  -0.127
74 H 5.2019 0.7161 -2.4160  -0.124
75 H 5.5273 -0.7893 -3.2877  0.456
76 H 6.8770 0.9610 -4.2708  0.330
77 H 7.9738 -0.1240 -3.4121  0.376
78 Cl -4.2084 9.3463 -3.4162  -0.187
79 C -4.0179 8.3365 -1.9603  -0.365
80 C -4.6277 6.9693 -2.1279  -0.191
81 Cl -6.4055 7.0322 -2.2112  -0.191
82 H -4.4624 8.8681 -1.1233  0.349
83 H -2.9479 8.2390 -1.7806  0.253
84 H -4.3714 6.3439 -1.2741  0.032
85 H -4.2686 6.4816 -3.0309  0.308
86 Cl -2.1607 2.1519 3.8423  -0.092
87 C -2.0469 1.2426 5.3806  -0.622
88 C -2.8317 -0.0415 5.3458  0.156
89 Cl -4.5858 0.2740 5.3105  -0.191
90 H -2.3939 1.8944 6.1775  0.425
91 H -0.9916 1.0296 5.5413  0.315
92 H -2.6278 -0.6181 6.2462  0.396
93 H -2.5784 -0.6518 4.4809  -0.271
94 Cl -2.1904 -8.5460 2.1845  -0.178
95 C -1.3880 -9.5779 0.9671  -0.463
96 C 0.0654 -9.8021 1.2905  -0.490
97 Cl 1.0157 -8.3040 1.1153  -0.158
98 H -1.5106 -9.1050 -0.0032  0.312
99 H -1.9141 -10.5305 0.9595  0.332
100 H 0.4882 -10.5337 0.6048  0.343
101 H 0.1959 -10.1646 2.3064  0.311
102 Cl 0.0406 0.1076 -9.3587  -0.184
103 C 0.3836 0.2530 -7.6180  -0.432
104 C -0.8234 -0.0452 -6.7677  0.416
105 Cl -2.0831 1.2078 -6.9224  -0.194
106 H 0.7575 1.2573 -7.4347  0.320
107 H 1.1740 -0.4608 -7.3894  0.281
108 H -0.5402 -0.0704 -5.7175  -0.484
109 H -1.2673 -1.0011 -7.0336  0.357

As for the spin multiplicity: 1. The HOMO-LUMO gap comes out at 9.0 eV. As for the net charge: +1.

=====

Number 1: HOMO level -0.3840 Ha. Number 2: HOMO level -0.4350 Ha.